Record 1
Density functional theory data (the ωB97M-V functional and the def2-TZVPD basis) for a cluster of 12 separate species, C44H49Cl4F11O36 in total at a distorted geometry.

CARTESIAN COORDINATES (ANGSTROEM)
C (1.85, -2.03, 2.88)
C (1.79, -1.07, 1.72)
Cl (3.34, -0.45, 1.25)
C (0.66, -0.72, 1.08)
Cl (-0.83, -1.41, 1.62)
C (0.65, 0.20, -0.11)
O (1.38, -0.04, -1.04)
O (-0.21, 1.25, -0.17)
C (-0.06, 2.35, 0.76)
O (-0.58, 3.41, 0.01)
C (1.43, 2.56, 1.10)
C (1.85, 3.95, 1.60)
C (2.01, 4.97, 0.46)
Cl (0.83, 4.55, 2.96)
C (-0.94, 2.03, 2.02)
C (-2.14, 2.96, 2.19)
C (-3.27, 2.68, 1.20)
Cl (-2.82, 2.76, 3.87)
H (1.23, -2.90, 2.68)
H (2.87, -2.38, 2.98)
H (1.56, -1.53, 3.80)
H (-0.54, 4.22, 0.53)
H (2.06, 2.34, 0.24)
H (1.68, 1.84, 1.89)
H (2.85, 3.83, 2.02)
H (2.68, 5.77, 0.76)
H (2.44, 4.40, -0.37)
H (1.07, 5.43, 0.17)
H (-0.33, 2.05, 2.93)
H (-1.34, 1.02, 1.92)
H (-1.85, 4.00, 2.14)
H (-3.33, 1.62, 0.97)
H (-3.05, 3.18, 0.25)
H (-4.23, 3.07, 1.55)
O (0.14, 7.17, 0.97)
C (-0.54, 7.71, 0.16)
O (-0.64, 9.05, 0.00)
C (-1.45, 9.29, -1.17)
C (-2.24, 8.02, -1.27)
F (-2.51, 7.68, -2.55)
O (-1.34, 7.06, -0.72)
H (-0.80, 9.43, -2.04)
H (-2.07, 10.18, -1.03)
H (-3.17, 8.02, -0.69)
O (-4.61, 9.44, -2.70)
C (-5.60, 8.85, -2.44)
O (-6.85, 9.19, -2.85)
C (-7.75, 8.15, -2.45)
C (-7.00, 7.51, -1.30)
F (-7.24, 6.19, -1.21)
O (-5.65, 7.72, -1.67)
H (-7.88, 7.45, -3.28)
H (-8.71, 8.56, -2.17)
H (-7.19, 7.97, -0.33)
O (5.95, -7.93, 1.64)
C (5.09, -7.12, 1.46)
O (4.09, -7.27, 0.58)
C (3.16, -6.18, 0.77)
C (4.05, -5.14, 1.40)
F (3.38, -4.36, 2.28)
O (4.99, -5.94, 2.11)
H (2.36, -6.50, 1.43)
H (2.73, -5.87, -0.18)
H (4.58, -4.50, 0.69)
O (0.49, -7.14, 0.18)
C (0.61, -8.30, -0.05)
O (1.72, -9.01, 0.25)
C (1.48, -10.38, -0.05)
C (0.35, -10.28, -1.05)
F (-0.51, -11.32, -0.97)
O (-0.31, -9.09, -0.65)
H (1.17, -10.90, 0.86)
H (2.37, -10.86, -0.44)
H (0.67, -10.17, -2.09)
O (12.02, -7.72, 2.03)
C (10.95, -8.18, 2.28)
O (9.77, -7.67, 1.84)
C (8.73, -8.59, 2.21)
C (9.36, -9.32, 3.37)
F (8.95, -10.61, 3.46)
O (10.74, -9.29, 3.04)
H (8.52, -9.25, 1.37)
H (7.82, -8.06, 2.48)
H (9.21, -8.84, 4.34)
O (9.94, -11.95, -3.64)
C (10.08, -11.73, -2.49)
O (11.26, -11.46, -1.88)
C (10.99, -11.12, -0.51)
C (9.65, -11.78, -0.29)
F (8.88, -11.08, 0.59)
O (9.06, -11.73, -1.57)
H (10.92, -10.03, -0.42)
H (11.77, -11.49, 0.14)
H (9.71, -12.82, 0.04)
O (-9.41, 6.65, -5.67)
C (-8.85, 7.62, -6.05)
O (-8.83, 8.80, -5.39)
C (-7.93, 9.67, -6.09)
C (-7.93, 9.08, -7.48)
F (-6.74, 9.23, -8.10)
O (-8.15, 7.70, -7.21)
H (-6.94, 9.62, -5.63)
H (-8.29, 10.70, -6.06)
H (-8.72, 9.45, -8.13)
O (2.87, -13.73, 1.19)
C (3.82, -13.06, 1.46)
O (3.87, -11.72, 1.30)
C (5.11, -11.26, 1.86)
C (5.96, -12.51, 1.80)
F (6.84, -12.58, 2.83)
O (4.99, -13.54, 1.95)
H (4.95, -10.93, 2.89)
H (5.52, -10.43, 1.28)
H (6.49, -12.65, 0.86)
O (-2.68, 11.94, -0.30)
C (-2.11, 12.92, -0.65)
O (-2.06, 14.08, 0.04)
C (-1.15, 14.96, -0.64)
C (-1.16, 14.40, -2.04)
F (0.03, 14.54, -2.66)
O (-1.40, 13.02, -1.81)
H (-0.16, 14.88, -0.19)
H (-1.49, 15.99, -0.58)
H (-1.94, 14.80, -2.69)
O (-0.07, -2.20, 6.05)
C (-0.84, -1.34, 6.32)
O (-0.90, -0.14, 5.70)
C (-2.05, 0.56, 6.20)
C (-2.25, -0.11, 7.54)
F (-3.56, -0.17, 7.89)
O (-1.78, -1.42, 7.30)
H (-2.89, 0.40, 5.54)
H (-1.85, 1.62, 6.28)
H (-1.68, 0.33, 8.36)
O (-13.06, 1.20, -5.57)
C (-12.13, 1.89, -5.34)
O (-12.08, 3.23, -5.54)
C (-10.84, 3.72, -5.01)
C (-9.99, 2.47, -5.03)
F (-9.09, 2.45, -4.01)
O (-10.94, 1.44, -4.84)
H (-11.00, 4.08, -3.99)
H (-10.44, 4.52, -5.62)
H (-9.45, 2.30, -5.96)

## Properties
HOMO level   -9.33 eV
Spin multiplicity   1
SMILES string   C/C(Cl)=C(\Cl)C(=O)OC(O)(C[C@@H](C)Cl)C[C@@H](C)Cl.O=C1OC[C@@H](F)O1.O=C1OC[C@@H](F)O1.O=C1OC[C@@H](F)O1.O=C1OC[C@@H](F)O1.O=C1OC[C@@H](F)O1.O=C1OC[C@@H](F)O1.O=C1OC[C@@H](F)O1.O=C1OC[C@@H](F)O1.O=C1OC[C@@H](F)O1.O=C1OC[C@@H](F)O1.O=C1OC[C@@H](F)O1
Energy relative to the best compared isomer or geometry (same formula, charge and spin)   0.00 kJ/mol

---

Record 2
Density functional theory data (the ωB97M-V functional and the def2-TZVPD basis) for a cluster of 10 separate species, C44H50BF4O16 in total at a distorted geometry.

CARTESIAN COORDINATES (ANGSTROEM)
B (0.28, 0.16, -0.28)
F (-0.55, 1.32, -0.39)
F (1.59, 0.59, -0.17)
F (-0.27, -0.63, 0.80)
F (0.01, -0.63, -1.46)
C (-1.48, 1.62, -3.38)
O (-2.56, 1.42, -2.47)
H (-0.61, 1.21, -2.94)
H (-1.32, 2.47, -3.73)
H (-1.58, 1.02, -4.36)
H (-2.25, 0.94, -1.65)
C (4.89, 0.44, 0.82)
O (3.64, 0.97, 1.18)
H (5.46, 0.50, 1.62)
H (5.24, 1.22, 0.03)
H (4.81, -0.63, 0.34)
H (3.10, 0.56, 0.46)
C (2.06, -3.96, 3.32)
C (3.28, -4.05, 3.92)
C (4.36, -3.44, 3.27)
C (4.33, -2.89, 2.02)
C (3.03, -2.69, 1.45)
C (1.89, -3.30, 2.10)
O (0.65, -3.04, 1.68)
O (5.58, -3.64, 3.86)
H (1.04, -4.31, 3.82)
H (3.17, -4.28, 4.92)
H (5.17, -2.41, 1.60)
H (2.79, -2.31, 0.66)
H (0.53, -2.23, 1.05)
H (6.20, -2.96, 3.60)
C (2.25, -4.92, -2.03)
C (1.53, -3.82, -2.21)
C (0.49, -3.66, -3.24)
C (0.14, -4.84, -3.86)
C (0.80, -6.08, -3.59)
C (1.86, -6.15, -2.64)
O (2.60, -7.28, -2.55)
O (0.06, -2.42, -3.51)
H (2.90, -5.24, -1.38)
H (1.74, -2.90, -1.76)
H (-0.61, -4.93, -4.55)
H (0.49, -7.00, -4.01)
H (2.11, -8.11, -2.24)
H (0.13, -1.81, -2.78)
C (-2.99, 2.38, 0.92)
C (-3.44, 3.81, 0.83)
C (-4.79, 4.01, 0.37)
C (-5.63, 2.93, 0.08)
C (-5.21, 1.62, 0.30)
C (-3.85, 1.35, 0.57)
O (-3.30, 0.01, 0.58)
O (-5.25, 5.28, 0.22)
H (-2.14, 2.35, 1.17)
H (-2.72, 4.65, 0.96)
H (-6.49, 3.01, -0.25)
H (-5.73, 0.69, 0.03)
H (-2.36, 0.25, 1.02)
H (-6.10, 5.40, -0.14)
C (0.75, 4.01, 1.31)
C (1.50, 4.31, 2.38)
C (1.79, 5.63, 2.62)
C (1.54, 6.61, 1.73)
C (0.86, 6.29, 0.52)
C (0.49, 4.94, 0.29)
O (-0.41, 4.51, -0.72)
O (2.29, 6.01, 3.88)
H (0.50, 2.98, 0.93)
H (1.84, 3.50, 3.10)
H (1.77, 7.59, 1.85)
H (0.57, 7.06, -0.40)
H (-0.44, 3.63, -0.85)
H (1.95, 5.45, 4.50)
C (-3.49, 0.18, 5.44)
C (-2.60, 1.01, 4.65)
C (-1.99, 0.35, 3.53)
C (-2.19, -1.03, 3.22)
C (-3.25, -1.78, 3.94)
C (-3.80, -1.19, 5.10)
O (-4.61, -1.95, 5.84)
O (-1.01, 0.94, 2.80)
H (-3.99, 0.74, 6.20)
H (-2.63, 1.99, 4.79)
H (-1.87, -1.48, 2.28)
H (-3.52, -2.85, 3.50)
H (-4.54, -1.52, 6.64)
H (-0.31, 0.30, 2.48)
C (-1.46, -4.59, -0.51)
C (-2.20, -3.32, -0.57)
C (-3.07, -3.00, -1.60)
C (-3.59, -4.05, -2.38)
C (-2.92, -5.30, -2.33)
C (-1.89, -5.54, -1.50)
O (-1.15, -6.74, -1.37)
O (-3.54, -1.74, -1.73)
H (-0.77, -4.68, 0.25)
H (-1.76, -2.50, -0.05)
H (-4.39, -3.89, -3.04)
H (-3.03, -6.14, -2.95)
H (-0.26, -6.77, -0.91)
H (-3.45, -1.27, -0.86)
C (2.95, 2.81, -4.32)
C (2.74, 4.04, -5.03)
C (2.67, 5.24, -4.38)
C (2.76, 5.31, -2.96)
C (2.93, 4.09, -2.23)
C (3.11, 2.90, -2.92)
O (3.34, 1.76, -2.17)
O (2.57, 6.28, -5.18)
H (2.95, 1.80, -4.72)
H (2.61, 4.03, -6.06)
H (2.64, 6.27, -2.46)
H (2.83, 3.95, -1.22)
H (2.85, 2.08, -1.43)
H (2.29, 7.15, -4.96)

## Properties
HOMO level   -5.40 eV
Spin multiplicity   1
Net charge   -1

---

Record 3
Density functional theory data (the ωB97M-V functional and the def2-TZVPD basis) for a structure of composition C44H50BrCrF5N3O4Te at a distorted geometry.

CARTESIAN COORDINATES (ANGSTROEM)
Cr (1.52, -0.10, -1.27)
C (-0.90, 1.36, 5.80)
C (-1.03, 0.25, 4.74)
C (-2.53, 0.22, 4.30)
C (-0.67, -1.21, 5.25)
C (-0.19, 0.50, 3.48)
C (-0.63, 0.30, 2.22)
C (0.19, 0.26, 1.13)
N (-0.07, -0.40, 0.02)
C (-1.44, -0.55, -0.42)
C (-2.24, 0.52, -0.67)
C (-3.57, 0.30, -1.16)
C (-4.10, -1.03, -1.17)
C (-3.36, -2.15, -0.94)
C (-1.92, -1.92, -0.68)
O (-1.21, -2.87, -0.46)
C (-3.94, -3.62, -0.91)
C (-3.25, -4.55, -1.97)
C (-5.39, -3.58, -1.33)
C (-3.74, -4.26, 0.51)
C (-4.43, 1.52, -1.42)
C (-4.96, 2.19, -0.12)
C (-3.61, 2.61, -2.18)
C (-5.66, 1.25, -2.29)
C (1.63, 0.60, 1.31)
O (2.40, 0.54, 0.27)
C (2.08, 0.93, 2.63)
C (1.19, 0.88, 3.68)
C (3.48, 1.40, 2.84)
C (3.72, 2.64, 1.86)
C (3.82, 1.74, 4.36)
C (4.37, 0.25, 2.44)
H (-1.41, 1.16, 6.72)
H (-1.24, 2.31, 5.36)
H (0.13, 1.46, 6.15)
H (-3.15, 0.31, 5.23)
H (-2.84, -0.69, 3.78)
H (-2.79, 1.11, 3.70)
H (-1.43, -1.70, 5.94)
H (0.30, -1.09, 5.78)
H (-0.55, -1.84, 4.32)
H (-1.66, -0.01, 2.12)
H (-1.88, 1.55, -0.47)
H (-5.11, -1.18, -1.42)
H (-3.40, -4.12, -3.06)
H (-3.66, -5.52, -1.89)
H (-2.14, -4.67, -1.90)
H (-5.50, -3.12, -2.34)
H (-5.97, -2.94, -0.66)
H (-5.82, -4.59, -1.29)
H (-2.69, -4.54, 0.64)
H (-4.41, -5.14, 0.48)
H (-4.04, -3.63, 1.33)
H (-4.20, 2.24, 0.64)
H (-5.75, 1.54, 0.27)
H (-5.32, 3.21, -0.34)
H (-2.81, 3.09, -1.54)
H (-4.25, 3.47, -2.52)
H (-3.16, 2.20, -3.07)
H (-6.34, 0.59, -1.87)
H (-5.29, 0.88, -3.23)
H (-6.18, 2.17, -2.46)
H (1.62, 1.16, 4.63)
H (3.05, 3.45, 2.03)
H (3.81, 2.40, 0.81)
H (4.79, 3.06, 1.95)
H (3.27, 2.48, 4.78)
H (4.91, 2.01, 4.46)
H (3.72, 0.81, 4.91)
H (4.27, 0.02, 1.36)
H (4.14, -0.60, 3.11)
H (5.41, 0.49, 2.69)
Br (0.79, 2.69, -7.86)
C (0.75, 1.71, -6.26)
C (-0.47, 1.14, -5.84)
C (-0.46, 0.32, -4.74)
C (0.74, 0.01, -3.99)
O (0.71, -0.72, -2.94)
C (1.91, 0.70, -4.41)
C (3.17, 0.50, -3.69)
N (3.19, 0.16, -2.43)
C (4.26, -0.37, -1.75)
C (5.59, 0.09, -1.80)
C (6.65, -0.53, -1.14)
C (6.39, -1.62, -0.36)
C (5.00, -2.06, -0.22)
C (4.57, -3.05, 0.67)
C (3.24, -3.28, 0.84)
C (2.26, -2.65, 0.06)
N (2.61, -1.79, -0.86)
C (3.97, -1.46, -0.95)
C (1.92, 1.53, -5.59)
H (-1.32, 1.33, -6.44)
H (-1.39, -0.18, -4.44)
H (4.07, 0.71, -4.27)
H (5.85, 0.97, -2.32)
H (7.64, -0.09, -1.26)
H (7.11, -2.19, 0.16)
H (5.36, -3.65, 1.14)
H (2.94, -3.93, 1.64)
H (1.22, -2.93, 0.17)
H (2.92, 1.91, -5.83)
F (2.66, 2.99, -0.83)
Te (0.93, 3.45, -1.47)
F (1.71, 3.48, -3.21)
F (-0.74, 4.20, -2.08)
F (1.48, 5.23, -1.47)
F (0.24, 3.88, 0.24)
O (0.52, 1.70, -1.48)

## Properties
HOMO level (alpha / beta)   -7.33 / -7.40 eV
Spin multiplicity   4
Energy relative to the best compared isomer or geometry (same formula, charge and spin)   70.35 kJ/mol

---

Record 4
Density functional theory data (the ωB97M-V functional and the def2-TZVPD basis) for a structure of composition C44H50Li2O20S at a distorted geometry.

CARTESIAN COORDINATES (ANGSTROEM)
Li (1.11, -4.12, -0.34)
Li (1.88, 1.80, -0.65)
S (0.52, -0.97, 0.10)
O (1.23, -2.20, -0.24)
O (1.02, 0.16, -0.52)
O (-0.87, -1.05, -0.16)
O (0.68, -0.77, 1.54)
C (4.09, 0.58, 1.29)
O (2.90, 1.34, 1.14)
H (3.81, -0.48, 1.36)
H (4.59, 0.96, 1.97)
H (4.69, 0.83, 0.55)
H (2.22, 0.87, 1.64)
C (-0.48, 3.96, 0.09)
O (0.42, 3.00, 0.09)
H (-0.92, 4.19, -0.64)
H (0.09, 4.82, 0.43)
H (-1.42, 3.90, 0.79)
H (0.31, 2.66, 1.10)
C (-1.26, -3.61, -4.28)
C (-0.44, -4.04, -5.40)
C (0.69, -3.20, -5.71)
C (0.93, -2.02, -5.05)
C (0.22, -1.69, -3.85)
C (-0.93, -2.49, -3.61)
O (-1.66, -2.14, -2.50)
O (1.64, -3.68, -6.57)
H (-2.15, -4.21, -3.90)
H (-0.74, -4.91, -5.90)
H (1.81, -1.50, -5.30)
H (0.64, -0.75, -3.33)
H (-1.16, -1.92, -1.71)
H (2.46, -3.23, -6.56)
C (-4.37, -3.57, 1.76)
C (-4.61, -4.38, 2.91)
C (-3.43, -4.43, 3.80)
C (-2.31, -3.66, 3.47)
C (-2.22, -2.79, 2.38)
C (-3.32, -2.76, 1.54)
O (-3.27, -1.98, 0.40)
O (-3.41, -5.36, 4.80)
H (-5.20, -3.50, 1.13)
H (-5.49, -4.78, 3.13)
H (-1.51, -3.64, 4.17)
H (-1.31, -2.33, 2.16)
H (-2.32, -1.58, 0.26)
H (-4.04, -6.02, 4.79)
C (3.87, -0.86, -2.63)
C (4.75, 0.01, -3.28)
C (6.12, -0.44, -3.54)
C (6.47, -1.77, -3.21)
C (5.57, -2.54, -2.40)
C (4.26, -2.08, -2.04)
O (3.50, -2.82, -1.25)
O (6.91, 0.37, -4.21)
H (2.83, -0.29, -2.53)
H (4.39, 0.97, -3.32)
H (7.47, -2.04, -3.51)
H (5.89, -3.50, -2.13)
H (2.55, -2.36, -0.84)
H (7.52, -0.24, -4.72)
C (1.36, 1.51, -4.83)
C (1.32, 1.37, -6.25)
C (0.01, 1.48, -6.85)
C (-1.21, 1.74, -6.00)
C (-1.09, 1.55, -4.62)
C (0.22, 1.63, -4.06)
O (0.37, 1.80, -2.72)
O (-0.11, 1.40, -8.24)
H (2.39, 1.36, -4.37)
H (2.17, 1.33, -6.89)
H (-2.17, 1.84, -6.51)
H (-1.85, 1.46, -3.86)
H (-0.53, 1.68, -2.18)
H (0.35, 0.54, -8.63)
C (-3.42, 1.70, 0.40)
C (-4.21, 2.73, 1.13)
C (-4.62, 3.83, 0.48)
C (-4.24, 4.08, -0.89)
C (-3.43, 3.12, -1.52)
C (-3.04, 1.91, -0.90)
O (-2.35, 1.01, -1.68)
O (-5.46, 4.76, 1.03)
H (-3.11, 0.67, 0.73)
H (-4.41, 2.27, 1.93)
H (-4.61, 4.90, -1.28)
H (-3.06, 3.26, -2.58)
H (-2.29, 0.15, -1.33)
H (-5.46, 4.61, 2.01)
C (-1.04, 3.16, 3.59)
C (-2.17, 3.51, 4.38)
C (-3.06, 2.49, 4.74)
C (-2.78, 1.12, 4.46)
C (-1.72, 0.85, 3.53)
C (-0.83, 1.82, 3.17)
O (0.23, 1.58, 2.32)
O (-4.16, 2.82, 5.56)
H (-0.31, 4.03, 3.39)
H (-2.41, 4.42, 4.62)
H (-3.50, 0.43, 4.90)
H (-1.70, -0.12, 3.03)
H (0.33, 0.63, 2.36)
H (-4.86, 2.27, 5.61)
C (3.49, 0.20, 5.82)
C (3.05, -0.64, 4.78)
C (1.72, -0.91, 4.70)
C (0.82, -0.40, 5.70)
C (1.29, 0.62, 6.62)
C (2.65, 0.89, 6.63)
O (3.04, 1.68, 7.63)
O (1.22, -1.81, 3.88)
H (4.52, 0.18, 5.94)
H (3.71, -1.36, 4.07)
H (-0.29, -0.83, 5.88)
H (0.83, 1.27, 7.12)
H (2.20, 2.11, 8.08)
H (0.96, -1.44, 2.99)

## Properties
HOMO level   -7.75 eV
Spin multiplicity   1
Energy relative to the best compared isomer or geometry (same formula, charge and spin)   54.67 kJ/mol

---

no.,electronic energy (eV)
1,-200115.9625
2,-90741.7827
3,-178444.3588
4,-98625.6632